(1)
ORCA calculation (ωB97M-V/def2-TZVPD) on a molecular structure, C48H62FN2O2RuS2Sb at a distorted geometry.

```
! wB97M-V def2-TZVPD RIJCOSX def2/J DEFGRID3
* xyz 1 6
Ru -7.30 26.91 4.18
N -7.75 28.14 5.82
C -8.35 29.41 5.14
C -9.22 28.81 4.02
N -8.35 28.23 2.96
H -8.36 27.69 6.49
H -6.80 28.29 6.29
H -7.60 29.99 4.63
H -9.07 29.91 5.82
H -9.97 29.55 3.67
H -9.81 27.91 4.42
H -7.73 28.77 2.37
H -8.86 27.61 2.23
C -8.86 24.13 -2.29
C -9.73 23.11 -1.53
C -10.06 21.93 -2.15
C -10.74 20.91 -1.46
C -10.92 21.09 -0.10
C -10.57 22.27 0.58
C -10.02 23.27 -0.16
S -11.63 19.74 0.86
O -12.61 18.96 0.03
C -10.31 18.63 1.07
C -9.05 19.00 0.48
C -8.12 18.07 0.19
C -8.29 16.73 0.70
C -7.42 15.69 0.35
C -7.54 14.41 0.86
C -8.67 14.09 1.59
C -9.60 15.07 1.87
C -9.50 16.38 1.46
C -10.48 17.40 1.71
C -11.62 17.27 2.74
C -12.80 16.57 2.35
C -12.82 15.52 1.36
C -13.88 14.70 1.24
C -15.10 15.02 1.91
C -15.15 16.18 2.64
C -13.98 16.85 3.11
C -13.92 17.69 4.26
C -12.68 17.98 4.76
C -11.53 17.74 4.02
S -9.90 18.12 4.75
O -9.87 19.57 5.13
C -10.04 17.34 6.39
C -10.56 16.08 6.60
C -10.79 15.58 7.87
C -10.27 16.19 8.99
C -10.36 15.57 10.34
C -9.65 17.46 8.78
C -9.59 18.04 7.48
H -7.83 24.08 -1.79
H -9.28 25.12 -2.10
H -8.75 23.87 -3.37
H -9.75 21.81 -3.15
H -11.14 20.03 -1.95
H -10.70 22.34 1.68
H -9.67 24.07 0.44
H -8.83 19.97 0.10
H -7.31 18.37 -0.52
H -6.74 15.97 -0.45
H -6.77 13.67 0.64
H -8.88 13.05 1.91
H -10.49 14.72 2.36
H -11.92 15.22 0.86
H -13.92 13.78 0.60
H -15.95 14.32 1.82
H -16.05 16.55 3.13
H -14.87 17.89 4.76
H -12.60 18.37 5.77
H -10.83 15.38 5.83
H -11.43 14.74 7.95
H -11.14 16.03 10.96
H -9.41 15.67 10.88
H -10.64 14.56 10.26
H -9.15 17.98 9.61
H -9.27 19.04 7.35
F -7.10 23.49 4.31
H -5.96 27.66 3.94
C -3.99 18.17 11.12
C -4.42 19.42 11.83
C -3.41 20.43 12.13
C -5.85 19.53 12.24
Sb -6.12 24.99 5.10
C 0.67 24.38 5.76
C 1.25 22.97 5.43
C 0.55 25.22 4.53
C 0.36 24.49 7.13
C -4.30 25.12 3.82
C -3.62 26.27 4.62
C -3.68 23.70 3.96
C -4.62 25.41 2.37
H -3.28 18.36 10.30
H -4.82 17.58 10.72
H -3.38 17.46 11.69
H -2.85 20.77 11.23
H -2.64 19.97 12.82
H -3.73 21.30 12.75
H -6.50 19.26 11.39
H -6.18 20.54 12.50
H -5.99 18.88 13.06
H 1.27 22.88 4.30
H 0.61 22.22 5.93
H 2.24 22.79 5.83
H 1.08 26.16 4.62
H -0.43 25.43 4.20
H 1.11 24.62 3.79
H 1.08 23.87 7.73
H -0.64 24.08 7.46
H 0.51 25.52 7.54
H -4.31 26.84 5.25
H -3.21 26.98 3.92
H -2.88 25.82 5.28
H -3.28 23.43 4.96
H -2.94 23.54 3.12
H -4.41 22.87 3.73
H -4.02 24.75 1.67
H -4.48 26.45 2.09
H -5.67 25.20 2.09
*
```

Summary:
- M: 1005.0 g/mol
- <S²>: 8.785
- Orbital gap (spin up / spin down): 0.1490 / 0.1659 Eh

Results of the Mulliken charge analysis, in e, for atoms 1 through 8:
1 Ru 0.30
2 N -0.71
3 C -0.28
4 C -0.61
5 N -0.60
6 H 0.30
7 H 0.30
8 H 0.30


(2)
ORCA calculation (ωB97M-V/def2-TZVPD) on 8 unconnected molecules or ions with the total composition C48H63FN10O6 at a distorted geometry.

```
! wB97M-V def2-TZVPD RIJCOSX def2/J DEFGRID3
* xyz 0 1
C -5.22 1.98 3.39
C -6.17 1.18 2.50
O -5.56 0.82 1.27
C -4.43 -0.01 1.42
C -4.27 -0.88 0.19
O -3.83 -0.13 -0.94
C -2.50 -0.12 -1.17
C -1.80 1.09 -1.13
F -2.51 2.18 -0.84
C -0.43 1.22 -1.37
C 0.19 2.60 -1.25
C 1.38 2.71 -0.28
C 0.98 3.15 1.13
C 0.42 4.57 1.22
C -0.09 4.88 2.63
N 1.03 4.92 3.59
C 0.30 0.07 -1.71
N 1.68 0.07 -2.04
C -0.38 -1.14 -1.74
C -1.75 -1.23 -1.48
C -2.11 -2.69 -1.62
O -3.14 -3.18 -1.94
N -0.86 -3.40 -1.35
C -0.60 -3.49 0.08
C -0.44 -4.92 0.62
O -0.12 -5.85 -0.42
C 0.77 -6.79 -0.04
O 1.55 -7.28 -0.81
C 0.09 -2.53 -2.04
O 0.96 -2.91 -2.76
H -5.73 2.65 4.08
H -4.57 2.57 2.74
H -4.56 1.34 3.99
H -6.99 1.83 2.20
H -6.55 0.28 3.00
H -3.51 0.57 1.58
H -4.56 -0.68 2.28
H -5.25 -1.29 -0.07
H -3.62 -1.73 0.42
H -0.58 3.28 -0.90
H 0.50 2.90 -2.26
H 2.07 3.46 -0.67
H 1.95 1.78 -0.20
H 0.29 2.43 1.60
H 1.89 3.13 1.74
H 1.23 5.27 0.99
H -0.39 4.73 0.51
H -0.64 5.82 2.61
H -0.78 4.07 2.90
H 0.79 5.50 4.39
H 1.16 3.99 3.96
H 2.22 -0.22 -1.23
H 2.00 1.01 -2.25
H 0.30 -2.92 0.34
H -1.41 -3.02 0.65
H 0.38 -4.91 1.35
H -1.33 -5.22 1.17
H 0.76 -7.11 1.01
C -0.66 -7.46 -4.42
C -0.75 -6.89 -5.72
C -0.40 -5.57 -5.61
N -0.10 -5.33 -4.29
C -0.25 -6.47 -3.57
H -0.86 -8.49 -4.15
H -1.05 -7.39 -6.63
H -0.34 -4.79 -6.34
H 0.20 -4.45 -3.91
H -0.05 -6.48 -2.51
C 5.13 1.28 -5.64
C 5.42 -0.03 -6.12
C 4.56 -0.89 -5.50
N 3.76 -0.16 -4.67
C 4.10 1.16 -4.75
H 5.62 2.19 -5.92
H 6.18 -0.30 -6.84
H 4.44 -1.96 -5.58
H 3.03 -0.53 -4.08
H 3.58 1.91 -4.17
C -1.97 9.64 0.91
C -1.04 9.50 -0.16
C 0.04 8.81 0.32
N -0.19 8.54 1.64
C -1.41 9.04 2.01
H -2.92 10.13 0.88
H -1.16 9.86 -1.17
H 0.95 8.49 -0.16
H 0.44 8.04 2.24
H -1.78 8.92 3.02
C 2.53 -10.88 -2.18
C 3.37 -12.03 -2.24
C 4.50 -11.75 -1.53
N 4.39 -10.47 -1.05
C 3.19 -9.93 -1.43
H 1.56 -10.75 -2.63
H 3.15 -12.96 -2.74
H 5.38 -12.34 -1.33
H 5.08 -10.00 -0.49
H 2.90 -8.93 -1.15
C 4.63 8.00 1.38
C 5.10 6.68 1.16
C 4.21 5.82 1.75
N 3.22 6.56 2.33
C 3.47 7.89 2.10
H 5.08 8.91 1.05
H 6.00 6.39 0.63
H 4.20 4.74 1.81
H 2.43 6.17 2.83
H 2.79 8.64 2.47
C 4.76 -4.94 2.77
C 5.96 -5.11 2.04
C 5.67 -5.86 0.93
N 4.33 -6.16 0.97
C 3.77 -5.60 2.09
H 4.63 -4.41 3.70
H 6.93 -4.72 2.30
H 6.29 -6.21 0.13
H 3.84 -6.70 0.29
H 2.72 -5.73 2.29
C -9.03 4.96 5.49
C -9.83 4.78 4.33
C -9.04 5.04 3.25
N -7.79 5.37 3.70
C -7.78 5.32 5.07
H -9.34 4.83 6.52
H -10.87 4.49 4.30
H -9.26 5.01 2.19
H -7.01 5.61 3.12
H -6.88 5.54 5.62
*
```

Summary:
- M: 895.1 g/mol
- SMILES: CCOCCOc1c(F)c(CCCCCN)c(N)c2c1C(=O)N(CCOC=O)C2=O.c1cc[nH]c1.c1cc[nH]c1.c1cc[nH]c1.c1cc[nH]c1.c1cc[nH]c1.c1cc[nH]c1.c1cc[nH]c1
- Orbital gap: 0.2554 Eh

Results of the Mulliken charge analysis, in e, for atoms 1 through 8:
1 C -0.95
2 C -0.30
3 O -0.37
4 C -0.38
5 C -0.29
6 O -0.64
7 C 0.23
8 C 0.49


(3)
ORCA calculation (ωB97M-V/def2-TZVPD) on a molecular structure, C48H66B2HgN16OS3 at a distorted geometry.

```
! wB97M-V def2-TZVPD RIJCOSX def2/J DEFGRID3
* xyz 0 1
Hg -0.61 0.81 -0.35
C -3.31 -1.81 5.26
C -2.07 -0.97 4.98
C -2.50 0.47 4.72
C -1.14 -0.95 6.20
N -1.32 -1.63 3.87
C -0.79 -2.89 4.11
C -0.10 -3.26 3.04
N -0.16 -2.25 2.09
B 0.84 -2.32 0.88
N 2.21 -2.76 1.42
C 2.74 -4.02 1.26
C 4.04 -3.97 1.57
N 4.35 -2.66 1.93
C 3.19 -1.92 1.86
S 2.86 -0.35 2.39
C 5.79 -2.29 2.03
C 6.40 -3.11 3.18
C 6.07 -0.81 2.30
C 6.45 -2.65 0.69
N 0.41 -3.36 -0.17
C -0.62 -4.28 -0.12
C -0.74 -4.84 -1.33
N 0.23 -4.28 -2.17
C 0.97 -3.38 -1.43
S 2.36 -2.52 -1.82
C 0.24 -4.69 -3.61
C 0.50 -6.20 -3.66
C 1.28 -3.99 -4.47
C -1.13 -4.36 -4.21
C -0.94 -1.24 2.60
S -1.58 0.17 1.85
H -3.94 -1.32 6.00
H -3.06 -2.80 5.63
H -3.90 -1.92 4.34
H -2.95 0.85 5.64
H -3.24 0.54 3.93
H -1.66 1.11 4.46
H -1.60 -0.38 7.01
H -0.19 -0.47 5.94
H -0.92 -1.95 6.57
H -0.96 -3.42 5.03
H 0.48 -4.15 2.86
H 0.92 -1.25 0.37
H 2.14 -4.85 0.93
H 4.78 -4.76 1.57
H 5.85 -2.91 4.10
H 7.44 -2.83 3.32
H 6.36 -4.18 2.97
H 5.64 -0.48 3.24
H 5.68 -0.18 1.51
H 7.16 -0.69 2.35
H 6.47 -3.73 0.53
H 7.47 -2.27 0.66
H 5.88 -2.20 -0.12
H -1.18 -4.47 0.78
H -1.43 -5.60 -1.66
H 1.45 -6.43 -3.17
H 0.55 -6.52 -4.70
H -0.29 -6.76 -3.17
H 2.29 -4.21 -4.14
H 1.14 -2.91 -4.47
H 1.15 -4.34 -5.50
H -1.95 -4.76 -3.60
H -1.20 -4.81 -5.20
H -1.25 -3.28 -4.30
C -3.20 -2.19 -0.17
C -2.98 -1.54 -1.49
C -3.77 -1.70 -2.64
C -3.22 -0.84 -3.57
N -2.17 -0.22 -3.00
N -2.02 -0.66 -1.72
B -1.46 1.04 -3.58
N 0.08 1.10 -3.32
C 1.05 1.18 -4.25
C 2.25 1.41 -3.61
C 1.94 1.45 -2.25
C 2.85 1.65 -1.09
N 0.63 1.27 -2.09
N -2.13 2.25 -2.84
C -2.86 3.30 -3.26
C -3.44 3.90 -2.16
C -3.01 3.13 -1.07
C -3.40 3.24 0.37
N -2.21 2.16 -1.49
N -1.66 0.98 -5.10
C -2.15 1.82 -6.05
C -2.03 1.20 -7.26
C -1.43 -0.05 -6.97
C -1.04 -1.15 -7.91
N -1.22 -0.17 -5.67
H -3.64 -3.18 -0.30
H -3.89 -1.59 0.44
H -2.27 -2.28 0.38
H -4.61 -2.36 -2.76
H -3.52 -0.64 -4.58
H 0.84 1.08 -5.30
H 3.22 1.50 -4.07
H 3.65 2.34 -1.35
H 3.29 0.70 -0.79
H 2.30 2.04 -0.24
H -2.94 3.57 -4.30
H -4.09 4.76 -2.15
H -3.98 4.15 0.55
H -2.52 3.25 1.01
H -4.01 2.37 0.65
H -2.55 2.79 -5.81
H -2.32 1.58 -8.23
H -1.41 -0.95 -8.91
H -1.46 -2.10 -7.57
H 0.04 -1.26 -7.94
C 0.67 6.40 4.20
N 0.09 5.15 3.74
N -0.01 4.92 2.37
C 0.07 3.53 2.13
O -0.07 3.06 1.00
C 0.29 2.95 3.42
C 0.35 3.94 4.33
C 0.64 3.85 5.78
C -0.75 5.83 1.56
C -1.75 6.62 2.11
C -2.47 7.48 1.31
C -2.20 7.56 -0.05
C -1.22 6.75 -0.60
C -0.48 5.89 0.20
H 0.30 7.22 3.59
H 1.77 6.38 4.14
H 0.37 6.56 5.23
H 0.40 1.89 3.60
H 0.65 2.80 6.08
H -0.10 4.39 6.37
H 1.63 4.26 6.02
H -2.00 6.52 3.16
H -3.26 8.09 1.74
H -2.76 8.24 -0.68
H -1.01 6.79 -1.66
H 0.29 5.25 -0.23
*
```

Summary:
- M: 1201.6 g/mol
- Orbital gap: 0.2505 Eh

Results of the Mulliken charge analysis, in e, for atoms 1 through 8:
1 Hg 2.76
2 C -1.63
3 C 1.45
4 C -2.29
5 C -1.67
6 N 0.93
7 C -0.73
8 C -1.36